89
Properties=species:S:1:pos:R:3:forces:R:3 method="wB97M-V/def2-TZVPD" lumo_ev="-5.938 / -6.321" gap_ha="0.2149 / 0.2349" s_squared=2.026 e_homo_ev="-11.787 / -12.713" de_lowest_kj_mol=0.0 spin_multiplicity=3 charge=+2
W -0.498606 -0.424539 0.850910 -0.0757 -0.7278 0.6838
Br -0.681833 -0.398565 3.487656 -0.0334 0.0479 -0.0706
C -1.618385 -2.081319 3.634065 -0.0507 -0.1083 0.0417
C -1.922422 -2.529213 4.881754 0.0351 0.0496 -0.1052
C -2.606807 -3.757645 4.989689 0.0049 0.0022 -0.0112
C -2.941800 -4.448201 3.862662 0.0056 0.0203 -0.0039
C -2.620476 -3.961420 2.571300 -0.0050 -0.0001 0.0278
C -2.987919 -4.684665 1.413863 0.0200 0.0445 -0.0546
C -2.686125 -4.198011 0.175774 -0.0063 -0.0096 0.0505
C -2.001567 -2.975297 0.040013 0.0376 0.0178 -0.0324
C -1.594130 -2.216319 1.122765 -0.0076 -0.0130 0.0533
C -1.926919 -2.730972 2.422028 0.0369 0.0451 -0.0199
H -1.652210 -1.970640 5.766450 0.0118 0.0182 0.0150
H -2.859770 -4.138007 5.968642 0.0012 -0.0019 0.0188
H -3.468132 -5.390263 3.938439 -0.0149 -0.0198 0.0053
H -3.514202 -5.622856 1.530161 -0.0069 -0.0149 -0.0017
H -2.971271 -4.745898 -0.711751 -0.0078 -0.0133 -0.0103
H -1.795961 -2.644944 -0.970632 0.0040 0.0021 0.0388
S 1.476263 -3.218866 -3.778113 -0.0709 -0.0293 -0.0734
C 2.083675 -3.594642 -5.324286 0.0785 0.0489 -0.0221
C 1.667865 -2.705119 -6.270433 -0.0083 -0.0757 0.0294
C 0.820487 -1.707949 -5.735065 0.0511 -0.0543 0.1574
C 0.622924 -1.851177 -4.384851 -0.0141 0.0648 -0.1253
C -0.185454 -1.008947 -3.509339 -0.0128 0.0849 0.1342
C -0.030196 -1.103591 -2.114911 -0.0300 0.1485 -0.1343
N -0.747357 -0.378447 -1.262909 0.0289 0.0768 -0.0345
C -1.683908 0.483222 -1.736915 0.0720 -0.0118 -0.1747
C -1.858755 0.698177 -3.109486 0.0330 -0.0258 0.1917
C -2.812066 1.691470 -3.526537 -0.0359 0.0394 0.0745
C -3.522066 2.394715 -2.617962 0.0376 -0.0423 -0.0546
C -3.374867 2.154016 -1.207576 -0.1208 -0.1451 0.2426
C -4.114983 2.818228 -0.222361 0.1208 -0.1081 0.0679
C -3.942258 2.498621 1.119414 -0.0178 -0.0206 -0.1031
C -2.994046 1.510449 1.438481 -0.0361 -0.0821 -0.0906
N -2.274823 0.862258 0.526395 0.1193 0.2403 -0.0784
C -2.471551 1.176681 -0.778801 0.0848 0.1289 -0.3556
C -4.707320 3.132895 2.188814 -0.0015 -0.0734 0.0669
C -4.513057 3.025688 3.544606 -0.0669 0.0980 -0.1604
C -5.451116 3.773866 4.290940 -0.0174 0.0632 -0.0208
C -6.337824 4.433833 3.492932 -0.0358 -0.0573 0.0214
S -6.059202 4.138955 1.838812 0.0681 0.0392 0.1052
C -1.091913 -0.071344 -3.990842 0.0622 -0.1416 0.0846
H 2.717256 -4.455962 -5.458760 0.0129 -0.0156 -0.0004
H 1.944573 -2.767622 -7.310917 0.0102 -0.0190 -0.0340
H 0.388089 -0.919933 -6.332439 -0.0222 0.0557 -0.0050
H 0.706877 -1.756967 -1.665351 0.0140 -0.0205 -0.0383
H -2.945585 1.868934 -4.585132 -0.0046 -0.0048 -0.0174
H -4.233961 3.143815 -2.937790 -0.0048 0.0146 -0.0071
H -4.824221 3.578807 -0.522437 -0.0273 0.0371 0.0233
H -2.829906 1.225180 2.467607 -0.0111 0.0061 0.0059
H -3.723629 2.450403 4.003807 0.0370 -0.0230 0.0196
H -5.464785 3.825920 5.368333 -0.0091 0.0132 0.0172
H -7.152957 5.070874 3.794308 -0.0182 0.0072 0.0058
H -1.227248 0.060255 -5.055997 -0.0030 -0.0158 -0.0326
N 1.326734 -0.763981 0.723791 -0.2879 0.4318 -0.3895
P 2.600315 0.165413 0.362645 -0.0597 -0.1742 -0.0015
C 3.772083 0.148809 1.710844 -0.0164 0.0075 0.0213
C 5.023761 0.745684 1.558001 -0.0249 0.0299 -0.0575
C 5.897307 0.788744 2.628998 0.0278 -0.0072 0.0163
C 5.528783 0.233089 3.848464 0.0259 0.0124 -0.0081
C 4.289026 -0.368935 3.999368 0.0187 -0.0055 0.0176
C 3.405117 -0.408334 2.932579 -0.0497 -0.0682 -0.0237
C 2.024135 1.857735 0.064486 0.0354 0.0714 0.0205
C 2.764365 2.782362 -0.670175 0.0336 -0.0555 -0.0060
C 2.268398 4.057311 -0.894034 -0.0139 0.0444 -0.0052
C 1.028057 4.430145 -0.394430 -0.0429 -0.0399 0.0334
C 0.287473 3.529619 0.360596 0.1007 0.0285 -0.0667
C 0.801289 2.263699 0.590450 -0.1959 -0.1286 0.2460
C 3.440333 -0.360992 -1.133464 0.0049 -0.0190 0.0267
C 3.076537 0.129053 -2.388035 -0.0576 0.0674 -0.0175
C 3.703531 -0.343297 -3.528060 0.0058 -0.0258 -0.0501
C 4.687536 -1.316383 -3.424773 0.0141 -0.0226 -0.0139
C 5.040833 -1.823607 -2.182661 -0.0006 0.0080 0.0141
C 4.421917 -1.347490 -1.038001 0.0178 -0.0531 0.0432
H 5.323664 1.166717 0.605433 -0.0116 0.0037 -0.0074
H 6.869168 1.247625 2.512030 0.0092 0.0080 0.0073
H 6.217532 0.264092 4.681425 0.0110 -0.0012 0.0133
H 4.014886 -0.815033 4.945393 -0.0105 0.0018 0.0093
H 2.442656 -0.893226 3.037566 -0.0054 0.0135 -0.0099
H 3.724835 2.507673 -1.086747 0.0105 -0.0143 0.0068
H 2.852907 4.763464 -1.467311 0.0089 0.0112 -0.0088
H 0.649092 5.425895 -0.578700 -0.0132 0.0118 0.0023
H -0.665441 3.816066 0.786806 -0.0092 0.0174 0.0024
H 0.238015 1.622856 1.295524 0.2920 0.2999 -0.1218
H 2.316270 0.894169 -2.480894 -0.0337 0.0034 0.0074
H 3.427074 0.047354 -4.498210 -0.0087 0.0060 -0.0052
H 5.181454 -1.680063 -4.315761 0.0034 -0.0015 -0.0138
H 5.805619 -2.583279 -2.101081 0.0148 -0.0103 -0.0048
H 4.710291 -1.740895 -0.071078 -0.0032 0.0093 0.0133